1.
{"formula": "C4H3IO", "method": "wB97M-V/def2-TZVPD", "symbols": ["C", "C", "C", "C", "O", "I", "H", "H", "H"], "xyz": [[-1.23, 1.99, 0.14], [-0.59, 0.99, -0.06], [0.15, -1.57, 0.28], [0.65, -0.38, -0.39], [-0.98, -2.01, 0.12], [2.46, 0.51, 0.13], [-1.70, 2.92, 0.16], [0.83, -2.09, 1.03], [0.42, -0.36, -1.40]], "nbo_charge": [-0.29, -0.02, 0.37, -0.44, -0.47, 0.22, 0.23, 0.13, 0.26], "relative_energy_kcal_mol": 40.6, "homo_lumo_gap_ev": 9.659, "homo_ev": -9.95, "largest_force_ev_per_a": 6.25, "smiles": "C#C[C@@H](I)C=O"}


2.
{"formula": "C4H11N2O", "method": "wB97M-V/def2-TZVPD", "symbols": ["C", "C", "C", "C", "N", "N", "O", "H", "H", "H", "H", "H", "H", "H", "H", "H", "H", "H"], "xyz": [[1.92, -0.37, -1.09], [1.05, -0.06, 0.05], [-1.40, -0.98, -0.39], [-1.12, 1.24, 0.56], [1.06, -0.32, 1.38], [-0.62, 0.28, -0.48], [1.75, 0.91, -0.51], [2.80, -0.85, -1.00], [1.56, -0.54, -2.08], [-1.20, -1.47, 0.62], [-2.43, -0.77, -0.52], [-0.94, -1.60, -1.22], [-1.83, 0.91, 1.37], [-0.14, 1.78, 0.95], [-1.69, 2.01, 0.05], [0.99, -1.28, 1.77], [0.90, 0.47, 1.99], [-0.66, 0.64, -1.46]], "nbo_charge": [-0.09, 0.57, -0.42, -0.45, -0.83, -0.45, -0.44, 0.22, 0.20, 0.22, 0.23, 0.22, 0.25, 0.22, 0.24, 0.44, 0.42, 0.44], "relative_energy_kcal_mol": 89.7, "homo_lumo_gap_ev": 12.253, "homo_ev": -15.15, "total_charge": 1, "largest_force_ev_per_a": 3.51, "smiles": "C[NH+](C)[C@@]1(N)CO1"}


3.
{"formula": "CH23NO12", "method": "wB97M-V/def2-TZVPD", "symbols": ["N", "H", "H", "H", "H", "C", "O", "O", "O", "H", "O", "H", "H", "O", "H", "H", "O", "H", "H", "O", "H", "H", "O", "H", "H", "O", "H", "H", "O", "H", "H", "O", "H", "H", "O", "H", "H"], "xyz": [[0.32, 0.28, 0.29], [-0.53, 0.10, -0.26], [1.11, -0.18, -0.31], [0.19, -0.14, 1.18], [0.34, 1.09, 0.03], [-1.11, 0.94, -2.68], [-0.05, 1.48, -2.57], [-1.58, 0.50, -3.87], [-2.06, 0.84, -1.82], [-1.11, 0.81, -4.54], [1.63, -3.08, 0.16], [2.11, -2.93, -0.66], [1.75, -4.02, 0.30], [-2.07, -1.60, -0.82], [-2.06, -0.66, -1.09], [-2.60, -2.05, -1.22], [-3.85, 0.49, 0.93], [-3.24, 0.85, 0.25], [-4.29, 0.00, 0.33], [2.66, 0.51, -2.22], [1.85, 0.91, -2.61], [2.99, 1.00, -1.62], [-0.48, -2.56, 1.73], [0.37, -2.75, 1.23], [-1.15, -2.56, 1.04], [4.16, -1.79, 0.88], [4.06, -1.67, 1.87], [3.26, -1.91, 0.47], [-0.69, 1.82, 2.63], [-1.30, 1.59, 3.30], [-1.01, 2.27, 1.94], [-1.76, 2.56, 0.21], [-1.88, 3.52, 0.19], [-1.83, 2.43, -0.74], [2.34, 1.09, 2.57], [2.47, 2.11, 2.68], [3.04, 0.70, 2.81]], "nbo_charge": [-0.83, 0.45, 0.44, 0.49, 0.41, 0.97, -0.77, -0.70, -0.87, 0.47, -0.96, 0.49, 0.50, -0.98, 0.49, 0.44, -0.93, 0.48, 0.45, -0.96, 0.51, 0.45, -0.99, 0.48, 0.49, -0.96, 0.47, 0.48, -0.97, 0.48, 0.48, -0.99, 0.47, 0.51, -0.93, 0.48, 0.45], "relative_energy_kcal_mol": 93.3, "homo_lumo_gap_ev": 9.826, "homo_ev": -9.92, "largest_force_ev_per_a": 14.85}


4.
{"formula": "C20H18AuClF9O3PS", "method": "wB97M-V/def2-TZVPD", "symbols": ["Au", "F", "P", "F", "F", "F", "F", "F", "C", "S", "C", "H", "H", "H", "H", "H", "H", "F", "C", "F", "F", "C", "C", "C", "C", "C", "C", "C", "C", "H", "H", "H", "H", "C", "C", "C", "C", "Cl", "C", "C", "C", "O", "C", "C", "O", "O", "H", "H", "H", "H", "H", "H", "H", "H"], "xyz": [[-0.19, -1.58, 0.44], [1.81, -2.22, 0.31], [3.44, -1.33, 0.56], [3.70, -1.69, -0.98], [2.62, -0.05, 0.08], [3.97, -2.75, 0.98], [4.78, -0.58, 0.76], [2.90, -1.09, 2.04], [0.94, -1.88, 4.07], [-0.70, -1.71, 3.35], [-1.42, -0.48, 4.44], [0.85, -2.37, 5.04], [1.41, -0.91, 4.18], [1.54, -2.50, 3.40], [-0.78, 0.40, 4.49], [-1.54, -0.93, 5.43], [-2.39, -0.21, 4.04], [0.26, 7.56, 2.46], [-0.04, 7.20, 1.19], [0.94, 7.68, 0.40], [-1.18, 7.83, 0.85], [-0.16, 5.70, 1.07], [0.95, 4.93, 1.38], [0.88, 3.55, 1.28], [-0.31, 2.95, 0.87], [-1.42, 3.73, 0.56], [-1.34, 5.12, 0.66], [-0.37, 1.52, 0.76], [-0.34, 0.32, 0.69], [1.87, 5.41, 1.70], [1.74, 2.94, 1.51], [-2.34, 3.26, 0.24], [-2.20, 5.73, 0.42], [-2.27, -3.59, -3.51], [-0.82, -3.19, -3.40], [0.13, -4.04, -3.89], [1.51, -3.75, -3.83], [2.61, -4.87, -4.45], [1.98, -2.55, -3.25], [1.08, -1.69, -2.74], [-0.31, -1.98, -2.79], [-0.97, -1.05, -2.20], [-2.39, -0.92, -2.01], [-2.97, -1.68, -0.80], [-4.16, -1.90, -0.80], [-2.16, -2.06, 0.19], [-2.33, -4.61, -3.86], [-2.79, -2.96, -4.23], [-2.80, -3.53, -2.57], [-0.18, -4.98, -4.34], [3.05, -2.35, -3.20], [1.39, -0.77, -2.26], [-2.94, -1.22, -2.89], [-2.53, 0.14, -1.84]], "nbo_charge": [1.35, -0.65, 2.64, -0.58, -0.58, -0.55, -0.55, -0.58, -0.76, 0.33, -0.75, 0.24, 0.24, 0.26, 0.24, 0.25, 0.25, -0.32, 0.97, -0.32, -0.32, -0.13, -0.16, -0.19, -0.10, -0.20, -0.17, 0.08, -0.28, 0.24, 0.23, 0.22, 0.24, -0.65, -0.02, -0.20, 0.06, 0.20, -0.21, -0.14, 0.43, -0.41, -0.20, 0.74, -0.53, -0.72, 0.25, 0.25, 0.25, 0.25, 0.28, 0.26, 0.24, 0.25], "relative_energy_kcal_mol": 96.8, "homo_lumo_gap_ev": [5.095, 4.678], "homo_ev": [-11.79, -11.80], "spin_multiplicity": 2, "s_squared": 0.7686, "total_charge": 1, "largest_force_ev_per_a": 1.57}


5.
{"formula": "C5H14N3", "method": "wB97M-V/def2-TZVPD", "symbols": ["C", "N", "C", "N", "H", "H", "H", "H", "H", "H", "H", "H", "C", "C", "C", "N", "H", "H", "H", "H", "H", "H"], "xyz": [[-0.67, -0.27, 1.76], [-0.72, -1.73, 1.50], [-0.29, -2.14, 0.16], [-1.38, -2.30, -0.82], [-1.12, -0.08, 2.74], [0.30, 0.25, 1.89], [-1.31, 0.33, 1.09], [-0.25, -2.31, 2.19], [0.21, -3.08, 0.10], [0.50, -1.45, -0.21], [-1.71, -3.24, -0.64], [-2.17, -1.79, -0.47], [0.98, 1.02, -1.03], [0.03, 0.54, -1.86], [1.62, 3.04, 0.04], [0.96, 2.41, -0.90], [1.84, 0.56, -0.52], [-0.52, 1.22, -2.56], [-0.29, -0.51, -1.87], [1.43, 4.13, 0.17], [2.31, 2.49, 0.69], [0.25, 2.90, -1.45]], "nbo_charge": [-0.44, -0.65, -0.06, -0.84, 0.22, 0.15, 0.19, 0.38, 0.20, 0.12, 0.37, 0.36, -0.09, -0.29, 0.08, -0.40, 0.25, 0.22, 0.28, 0.25, 0.24, 0.45], "relative_energy_kcal_mol": 94.0, "homo_lumo_gap_ev": 6.570, "homo_ev": -12.10, "total_charge": 1, "largest_force_ev_per_a": 2.83}


6.
{"formula": "C2H4N2O2S", "method": "wB97M-V/def2-TZVPD", "symbols": ["C", "C", "N", "N", "O", "O", "S", "H", "H", "H", "H"], "xyz": [[1.08, 2.31, 0.06], [-0.15, -2.13, -0.54], [1.06, 1.36, -0.71], [0.47, -1.11, -1.04], [0.81, -0.18, 1.40], [2.66, -0.77, 0.06], [1.34, -0.24, 0.09], [0.81, 3.28, -0.21], [1.18, 2.37, 1.16], [-0.85, -2.73, -1.08], [-0.03, -2.56, 0.47]], "nbo_charge": [0.00, 0.03, -0.57, -0.63, -0.94, -0.91, 2.31, 0.17, 0.18, 0.18, 0.18], "relative_energy_kcal_mol": 74.0, "homo_lumo_gap_ev": 10.243, "homo_ev": -10.46, "largest_force_ev_per_a": 3.90, "smiles": "C=NS(=O)(=O)N=C"}


7.
{"formula": "C4H13N2", "method": "wB97M-V/def2-TZVPD", "symbols": ["C", "C", "N", "C", "H", "H", "H", "H", "H", "H", "H", "C", "N", "H", "H", "H", "H", "H", "H"], "xyz": [[-0.13, -2.69, -0.38], [0.57, -1.56, -0.12], [0.17, -0.46, 0.70], [1.20, 0.19, 1.58], [-1.10, -2.85, 0.16], [0.24, -3.43, -1.04], [1.53, -1.35, -0.63], [-0.65, -0.74, 1.27], [0.91, 1.23, 1.71], [1.32, -0.32, 2.52], [2.16, 0.25, 1.05], [-0.75, 2.62, -0.68], [-0.87, 1.12, -1.05], [-1.49, 2.68, 0.16], [0.22, 2.96, -0.19], [-1.05, 3.32, -1.52], [-1.84, 1.04, -1.31], [-0.33, 0.33, -0.15], [-0.38, 0.92, -1.91]], "nbo_charge": [-0.71, -0.36, -0.61, -0.42, 0.16, 0.20, 0.16, 0.38, 0.17, 0.21, 0.21, -0.44, -0.77, 0.20, 0.22, 0.21, 0.39, 0.43, 0.38], "relative_energy_kcal_mol": 82.2, "homo_lumo_gap_ev": [2.699, 7.435], "homo_ev": [-2.32, -7.13], "spin_multiplicity": 2, "s_squared": 0.7535, "largest_force_ev_per_a": 3.72}